The following is a DFT calculation (wB97M-V/def2-TZVPD) of a single C2H2O3S molecule.

Each line ends with the natural charge from an NBO analysis.
Cartesian coordinates (Å):
O1 1.182 -1.589 0.112  -0.50
C1 0.985 -0.376 -0.016  0.69
O2 2.129 0.440 -0.083  -0.67
C2 -0.409 0.298 -0.069  0.07
O3 -0.147 1.590 0.083  -0.67
S1 -1.850 -0.403 -0.036  0.06
H1 1.889 1.370 -0.167  0.50
H2 -1.065 2.018 0.367  0.52

Properties
- Strongest force on any atom: 4.15 eV/A
- HOMO level: -10.0 eV
- HOMO-LUMO gap: 8.865 eV
- Relative energy (zero: lowest compared OMol25 entry of this formula, charge and spin): 107.5 kJ/mol
- Calculated total energy: -19083.331 eV
- Structure (SMILES): O=C(O)C(O)=S